Molecular formula: CH2Cl2NO3P
Method: DFT, ωB97M-V/def2-TZVPD

The geometry in XYZ format:
```
10
CH2Cl2NO3P | the OMol25 dataset | ωB97M-V/def2-TZVPD
C 0.55 0.09 0.64
N 0.40 -0.89 -0.24
O -0.24 -0.70 -1.41
O 0.89 -1.98 -0.06
O -0.31 1.95 -1.13
P -0.31 1.64 0.33
Cl -2.25 1.45 0.93
Cl 0.34 3.07 1.50
H -0.29 0.43 -1.62
H 1.03 -0.26 1.55
```

Values from the calculation:
- LUMO level: -0.29 eV
- HOMO: -9.917 eV
- Energy relative to the best compared isomer or geometry (same formula, charge and spin): 10.62 kcal per mole

=====

Molecular formula: C2H5FS
Method: DFT, ωB97M-V/def2-TZVPD

The geometry in XYZ format:
```
9
C2H5FS | the OMol25 dataset | ωB97M-V/def2-TZVPD
F -1.71 -1.14 0.13
C -0.40 -1.05 0.40
C 0.39 -0.31 -0.33
S 2.08 0.27 -0.01
H -0.15 -1.77 1.23
H 0.00 0.03 -1.27
H 2.07 0.20 1.28
H -1.05 1.60 -0.94
H -1.24 2.17 -0.50
```

Values from the calculation:
- LUMO level: 0.82 eV
- HOMO: -8.942 eV
- SMILES: F/C=C/S.[H][H]
- Energy relative to the best compared isomer or geometry (same formula, charge and spin): 42.78 kcal per mole

=====

Molecular formula: C20H45ClNO8P2S
Method: DFT, ωB97M-V/def2-TZVPD

The geometry in XYZ format:
```
78
C20H45ClNO8P2S | the OMol25 dataset | ωB97M-V/def2-TZVPD
O 6.72 0.27 -1.88
P 6.48 1.83 -1.68
Cl 6.85 2.70 -3.50
N 4.66 2.00 -1.25
P 3.45 1.18 -2.32
O 3.71 -0.38 -2.30
O 2.04 1.37 -1.54
S 3.32 1.96 -4.04
H 6.53 -0.02 -2.80
H 4.59 1.56 -0.31
H 4.37 2.98 -1.12
H 3.18 -0.71 -1.54
H 2.25 1.50 -0.60
C -2.73 2.88 -2.03
C -1.50 1.99 -2.16
C -0.89 2.11 -0.78
O -1.96 2.31 0.14
C -3.16 2.61 -0.60
H -3.51 2.66 -2.76
H -2.44 3.93 -2.15
H -1.81 0.96 -2.35
H -0.82 2.29 -2.96
H -0.21 2.97 -0.71
H -0.34 1.21 -0.49
H -3.81 1.74 -0.54
H -3.66 3.46 -0.14
C -3.74 0.35 2.72
C -3.51 -0.74 1.69
C -4.50 -1.81 2.12
O -5.60 -1.11 2.73
C -5.24 0.26 2.94
H -3.42 1.34 2.39
H -3.21 0.10 3.64
H -3.78 -0.37 0.69
H -2.49 -1.11 1.66
H -4.07 -2.47 2.88
H -4.86 -2.41 1.29
H -5.79 0.87 2.21
H -5.54 0.56 3.94
C 0.92 -3.81 0.76
C 1.85 -4.43 -0.28
C 2.38 -3.21 -1.00
O 2.39 -2.14 -0.04
C 1.66 -2.54 1.13
H 0.72 -4.46 1.61
H -0.04 -3.57 0.29
H 2.67 -4.95 0.23
H 1.36 -5.14 -0.95
H 1.71 -2.92 -1.82
H 3.38 -3.35 -1.40
H 2.38 -2.73 1.93
H 0.99 -1.74 1.44
C -5.47 -1.73 -3.33
C -4.24 -2.63 -3.47
C -3.62 -2.53 -2.09
O -4.70 -2.32 -1.17
C -5.89 -2.02 -1.90
H -6.25 -1.94 -4.05
H -5.18 -0.68 -3.44
H -4.56 -3.66 -3.67
H -3.56 -2.32 -4.27
H -2.95 -1.66 -2.02
H -3.07 -3.42 -1.81
H -6.56 -2.88 -1.84
H -6.40 -1.17 -1.43
C 4.98 3.61 3.53
C 4.37 2.43 4.27
C 4.39 1.34 3.22
O 5.52 1.61 2.37
C 6.03 2.92 2.66
H 5.41 4.37 4.18
H 4.23 4.09 2.90
H 5.02 2.15 5.11
H 3.38 2.63 4.66
H 3.48 1.37 2.60
H 4.48 0.34 3.64
H 6.97 2.81 3.20
H 6.22 3.46 1.73
```

Values from the calculation:
- Net charge: +1
- LUMO level: -3.60 eV
- HOMO: -10.519 eV
- Energy relative to the best compared isomer or geometry (same formula, charge and spin): 18.43 kcal per mole

=====

Molecular formula: CH2O4S
Method: DFT, ωB97M-V/def2-TZVPD

The geometry in XYZ format:
```
8
CH2O4S | the OMol25 dataset | ωB97M-V/def2-TZVPD
C 1.46 -0.57 0.28
O 1.37 -1.63 -0.24
O -1.76 -0.46 1.00
O 0.52 0.33 0.26
O -1.43 1.07 -1.18
S -1.08 -0.33 -0.26
H 2.45 -0.30 0.78
H -1.53 1.90 -0.64
```

Values from the calculation:
- LUMO level: 0.30 eV
- HOMO: -10.755 eV
- Energy relative to the best compared isomer or geometry (same formula, charge and spin): 18.47 kcal per mole

=====

Molecular formula: C4H5N
Method: DFT, ωB97M-V/def2-TZVPD

The geometry in XYZ format:
```
10
C4H5N | the OMol25 dataset | ωB97M-V/def2-TZVPD
C 2.74 -0.24 -0.17
C 0.79 0.61 0.05
C -0.50 0.83 -0.03
C -1.58 -0.21 0.08
N 1.61 -0.27 0.21
H 3.33 -1.16 -0.22
H -0.84 1.83 -0.25
H -2.05 -0.36 -0.89
H -2.34 0.11 0.79
H -1.16 -1.16 0.42
```

Values from the calculation:
- LUMO level (spin up / spin down): -0.24 / 0.00 eV
- HOMO (spin up / spin down): -7.766 / -8.115 eV
- Energy relative to the best compared isomer or geometry (same formula, charge and spin): 123.56 kcal per mole

=====

Molecular formula: C5H10N2O
Method: DFT, ωB97M-V/def2-TZVPD

The geometry in XYZ format:
```
18
C5H10N2O | the OMol25 dataset | ωB97M-V/def2-TZVPD
N 0.11 1.12 1.27
C 0.60 0.56 -0.02
C -0.63 0.93 -1.02
N -1.45 -0.34 -0.60
C -0.84 -1.14 0.53
C 0.47 -0.88 -0.18
O 0.56 -1.12 -1.49
C 1.76 -0.20 0.41
H 0.51 2.10 1.19
H 0.88 0.49 1.83
H -1.08 2.03 -0.65
H -0.41 0.96 -2.10
H -2.46 -0.05 -0.52
H -1.25 -2.14 0.40
H -1.01 -0.85 1.51
H -0.28 -0.96 -1.84
H 2.61 -0.23 -0.25
H 1.91 -0.28 1.54
```

Values from the calculation:
- LUMO level: 0.93 eV
- HOMO: -8.298 eV
- SMILES: N[C@]12CNC[C@]1(O)C2
- Energy relative to the best compared isomer or geometry (same formula, charge and spin): 173.13 kcal per mole

=====

Molecular formula: C11H18N2
Method: DFT, ωB97M-V/def2-TZVPD

The geometry in XYZ format:
```
31
C11H18N2 | the OMol25 dataset | ωB97M-V/def2-TZVPD
C 1.88 0.85 1.64
C 1.08 1.84 1.19
C 0.41 -0.37 -1.09
C -0.11 -1.16 0.07
C 0.16 1.78 -0.02
C 1.97 -0.66 1.21
C -0.80 2.67 -0.29
C 0.79 -1.11 -2.29
C -1.37 -1.86 -0.15
C -1.72 2.72 -1.46
C 0.06 -1.66 2.43
N 0.43 0.87 -1.07
N 0.59 -1.07 1.17
H 2.53 1.19 2.56
H 1.11 2.77 1.68
H 2.52 -0.68 0.17
H 2.55 -1.26 1.94
H -1.11 3.43 0.46
H 1.96 -1.22 -2.42
H 0.41 -0.73 -3.16
H 0.48 -2.13 -2.05
H -2.07 -1.50 -0.87
H -1.91 -1.51 0.79
H -1.41 -2.93 -0.26
H -1.84 1.77 -2.07
H -1.52 3.50 -2.22
H -2.66 2.89 -1.00
H -1.00 -1.50 2.68
H 0.34 -2.73 2.43
H 0.64 -1.14 3.27
H 0.70 1.33 -1.94
```

Values from the calculation:
- Net charge: +2
- LUMO level: -9.01 eV
- HOMO: -16.550 eV
- Energy relative to the best compared isomer or geometry (same formula, charge and spin): 29.58 kcal per mole

=====

Molecular formula: C19H9CdF5N3Se
Method: DFT, ωB97M-V/def2-TZVPD

The geometry in XYZ format:
```
38
C19H9CdF5N3Se | the OMol25 dataset | ωB97M-V/def2-TZVPD
Cd -2.38 1.27 0.62
C 3.36 -2.05 1.23
C 2.08 -2.07 1.77
C 1.23 -0.99 1.56
C 1.66 0.09 0.80
C 2.95 0.12 0.27
C 3.79 -0.96 0.49
N 0.72 1.16 0.65
N 1.04 1.97 -0.23
C 0.10 3.04 -0.43
C 0.69 4.19 -0.94
C -0.07 5.33 -1.15
C -1.43 5.28 -0.87
C -2.00 4.10 -0.39
C -1.26 2.94 -0.16
H 4.02 -2.89 1.40
H 1.74 -2.91 2.35
H 0.23 -0.96 1.97
H 3.27 0.97 -0.30
H 4.80 -0.94 0.08
H 1.76 4.19 -1.14
H 0.38 6.23 -1.53
H -2.06 6.15 -1.04
H -3.07 4.10 -0.19
N -5.36 2.12 1.92
C -4.33 1.76 1.54
F 0.70 -5.39 -1.71
C -0.11 -4.44 -1.22
C -0.33 -4.35 0.14
F 0.27 -5.22 0.97
C -1.16 -3.37 0.64
F -1.32 -3.33 1.97
C -1.82 -2.45 -0.18
Se -3.09 -1.21 0.53
C -1.57 -2.57 -1.54
F -2.14 -1.74 -2.41
C -0.73 -3.54 -2.06
F -0.52 -3.62 -3.38
```

Values from the calculation:
- Net charge: -1
- LUMO level: 2.12 eV
- HOMO: -5.423 eV
- Energy relative to the best compared isomer or geometry (same formula, charge and spin): 0.00 kcal per mole